Computed, not measured: one molecule with the formula C7H4NO2P at a distorted geometry, with the ωB97M-V functional and the def2-TZVPD basis.

Structure (XYZ):
```
15
C7H4NO2P | OMol25 | the ωB97M-V functional and the def2-TZVPD basis
C 0.061 2.066 -1.083
C -0.791 -1.282 -0.116
H 0.154 -2.969 -0.477
O -1.132 0.719 3.021
C 1.528 -1.074 -0.392
C -0.875 0.169 -0.076
C 0.295 -1.997 -0.280
H 2.321 0.963 -0.583
H 2.444 -1.523 -0.192
O -0.268 3.156 -1.000
C 1.519 0.232 -0.491
N -1.766 0.914 0.557
H -1.858 -1.672 -0.130
C 0.292 0.758 -0.714
P -1.924 1.540 1.957
```

The HOMO energy (spin up / spin down) is -0.3283 / -0.3283 Eh. The structure (SMILES) is O=C=C1C=CC=C/C1=N/P=O. As for the total energy: -815.6143 Eh. As for the spin multiplicity: 1. The value obtained for the lowest unoccupied orbital energy (spin up / spin down) is -1.46 / -1.46 eV. The value obtained for the relative energy (zero: lowest compared OMol25 entry of this formula, charge and spin) is 0.000 eV.

And the Löwdin charges, in e, turn out to be:
1. C -0.010
2. C -0.041
3. H 0.072
4. O -0.572
5. C -0.034
6. C -0.268
7. C 0.018
8. H 0.144
9. H 0.081
10. O 0.275
11. C -0.083
12. N -0.204
13. H 0.147
14. C -0.195
15. P 0.669